Computed, not measured: a gas-phase ion, C2H6S2 (charge +1) at a distorted geometry, with ωB97M-V with the def2-TZVPD basis set.

Calculated values
Kohn-Sham gap (spin up / spin down) ... 10.216 / 8.676 eV
ΔE to the lowest compared entry with this formula, charge and spin ... 11.5 kJ/mol
Spin multiplicity ... 2
Net charge ... +1

```
10
Properties=species:S:1:pos:R:3:nbo_charge:R:1
C -0.823 1.279 0.354 -0.80
S -0.102 1.392 -1.265 0.49
S 0.884 -0.340 -1.559 0.46
C 0.781 -1.400 -0.111 -0.76
H -1.417 0.381 0.512 0.26
H -1.460 2.146 0.421 0.28
H -0.140 1.342 1.171 0.27
H 1.775 -1.738 -0.005 0.27
H 0.044 -2.181 -0.299 0.28
H 0.459 -0.879 0.782 0.26
```